Record 1
81
Properties=species:S:1:pos:R:3:lowdin_charge:R:1 method="wB97M-V/def2-TZVPD" spin_multiplicity=3 e_above_lowest_ev=0.000 homo_ha="-0.249 / -0.292" lumo_ev="-0.65 / -0.56" orbital_gap_ev="6.12 / 7.38"
Ti 0.83 -0.82 0.42 0.4804
C -2.25 0.41 5.06 -0.1067
C -2.71 0.21 3.80 -0.1019
C -3.04 1.20 2.72 -0.1962
C -1.88 1.72 1.82 -0.1834
C -0.71 2.35 2.50 -0.1419
C -0.59 2.63 3.78 -0.0788
C -1.76 2.88 4.75 -0.1855
C -1.97 1.71 5.72 -0.2086
C 2.95 -1.12 0.77 -0.2590
H -2.04 -0.44 5.68 0.0984
H -2.97 -0.82 3.52 0.0873
H -3.68 2.02 3.10 0.1074
H -3.65 0.64 1.98 0.1027
H -1.47 0.91 1.19 0.0694
H -2.33 2.41 1.10 0.1109
H 0.13 2.53 1.82 0.0795
H 0.37 2.96 4.21 0.1194
H -2.69 3.11 4.23 0.0886
H -1.53 3.77 5.37 0.1099
H -1.06 1.64 6.34 0.0964
H -2.81 1.98 6.38 0.1170
H 3.45 -1.28 1.75 -0.0041
H 3.12 -0.06 0.57 -0.0797
H 3.54 -1.72 0.09 -0.0388
P -0.25 -1.58 -1.77 0.9206
P 1.18 0.64 -1.38 0.8722
C -1.19 -0.09 -2.22 -0.2762
C -0.49 1.01 -2.02 -0.2635
C -0.37 -2.52 -3.38 -0.3744
C -1.24 -2.23 -4.47 -0.0807
C -1.61 -3.26 -5.34 -0.0830
C -1.04 -4.53 -5.21 -0.0860
C 0.03 -4.71 -4.33 -0.0739
C 0.40 -3.70 -3.44 -0.1012
C -1.36 -2.56 -0.77 -0.3648
C -1.26 -2.22 0.61 -0.1791
C -1.77 -3.15 1.54 -0.0491
C -2.68 -4.11 1.11 -0.0609
C -2.97 -4.26 -0.26 -0.0601
C -2.28 -3.51 -1.21 -0.0588
C 2.15 0.65 -2.96 -0.2841
C 1.99 -0.36 -3.94 -0.0841
C 2.24 -0.05 -5.27 -0.0691
C 2.82 1.18 -5.60 -0.0821
C 3.17 2.09 -4.61 -0.0677
C 2.84 1.82 -3.28 -0.0780
C 1.65 2.15 -0.51 -0.3819
C 3.00 2.30 -0.18 -0.1261
C 3.46 3.52 0.32 -0.0563
C 2.60 4.63 0.33 -0.0613
C 1.26 4.47 -0.04 -0.0721
C 0.76 3.23 -0.42 -0.1172
H -2.20 -0.19 -2.67 0.0966
H -0.75 2.06 -2.26 0.0935
H -1.64 -1.22 -4.63 0.1020
H -2.37 -3.09 -6.11 0.1079
H -1.43 -5.37 -5.80 0.1067
H 0.56 -5.67 -4.29 0.1084
H 1.24 -3.83 -2.75 0.1142
H -1.23 -1.12 0.94 0.0968
H -1.47 -3.00 2.59 0.1220
H -3.26 -4.69 1.81 0.1065
H -3.75 -4.94 -0.60 0.1085
H -2.52 -3.64 -2.26 0.1082
H 1.64 -1.36 -3.67 0.0671
H 1.99 -0.78 -6.05 0.1119
H 3.02 1.42 -6.64 0.1022
H 3.69 3.02 -4.83 0.1082
H 3.08 2.54 -2.50 0.0952
H 3.71 1.50 -0.38 0.1076
H 4.49 3.60 0.66 0.1101
H 2.98 5.62 0.60 0.1065
H 0.58 5.33 -0.04 0.1086
H -0.29 3.11 -0.65 0.0859
B 1.33 -0.46 5.37 -0.4303
C 1.15 -0.54 3.80 -0.1520
N 0.97 -0.60 2.63 0.0456
H 0.47 0.15 5.99 -0.0141
H 2.36 0.06 5.77 -0.0044
H 1.35 -1.54 5.95 -0.0029

***

Record 2
85
Properties=species:S:1:pos:R:3:lowdin_charge:R:1 method="wB97M-V/def2-TZVPD" spin_multiplicity=5 total_charge=-2 homo_ha="-0.012 / -0.034" lumo_ev="4.26 / 4.26" orbital_gap_ev="4.58 / 5.17"
Cr -0.24 0.11 0.45 0.1958
S -3.39 -3.21 6.20 0.3630
C -2.69 -2.45 4.89 -1.5086
S -1.32 -3.10 4.01 0.8635
C -1.23 -1.81 2.81 -1.1088
C -2.08 -0.77 2.97 -1.1063
S -2.23 0.54 1.87 0.6421
S -3.15 -0.84 4.37 0.8530
S -0.13 -1.99 1.49 0.6368
C 1.25 -0.22 -1.05 -0.3262
Si 0.62 -1.53 -2.21 0.6270
C -1.15 -0.81 -2.49 -0.2477
N -1.88 -0.61 -1.23 -0.2365
C -2.85 0.49 -1.37 -0.2317
C -4.06 0.11 -2.23 -0.1757
C -4.81 -1.07 -1.60 -0.1991
C -4.02 -1.64 -0.43 -0.1896
C -2.57 -1.86 -0.84 -0.2053
C 0.70 -3.29 -1.48 -0.2795
C 1.60 -3.58 -0.46 -0.1689
C 1.69 -4.85 0.08 -0.1030
C 0.86 -5.86 -0.38 -0.1110
C -0.04 -5.59 -1.40 -0.1085
C -0.10 -4.33 -1.95 -0.1146
C 1.31 -1.82 -3.95 -0.2129
C 2.11 -2.93 -4.25 -0.1011
C 2.64 -3.14 -5.51 -0.1135
C 2.40 -2.22 -6.53 -0.1180
C 1.62 -1.11 -6.26 -0.1203
C 1.09 -0.91 -5.00 -0.1039
H 1.36 0.73 -1.57 -0.0049
H 2.23 -0.46 -0.62 -0.0161
H -1.75 -1.38 -3.21 0.0762
H -0.97 0.18 -2.93 0.0804
H -2.32 1.35 -1.79 0.1218
H -3.20 0.78 -0.38 0.0425
H -3.72 -0.14 -3.24 0.0912
H -4.70 0.98 -2.33 0.0973
H -4.95 -1.86 -2.35 0.0971
H -5.80 -0.76 -1.27 0.0948
H -4.44 -2.60 -0.11 0.1127
H -4.06 -0.97 0.43 0.0735
H -2.56 -2.56 -1.69 0.1062
H -2.02 -2.33 -0.03 0.0532
H 2.23 -2.80 -0.08 0.0895
H 2.40 -5.06 0.87 0.0973
H 0.91 -6.85 0.06 0.0884
H -0.70 -6.38 -1.75 0.0886
H -0.78 -4.15 -2.77 0.0997
H 2.31 -3.65 -3.47 0.0931
H 3.24 -4.02 -5.71 0.0903
H 2.82 -2.38 -7.52 0.0835
H 1.41 -0.39 -7.05 0.0892
H 0.48 -0.04 -4.81 0.0924
C 3.56 5.03 1.46 -0.0371
C 3.16 3.55 1.33 -0.6435
C 3.88 2.71 2.39 -0.0314
C 3.47 3.02 -0.08 -0.0229
O 1.77 3.52 1.57 -0.1777
P 0.85 2.16 1.51 0.2392
O -0.07 2.30 0.32 -0.3282
O 1.63 0.89 1.55 -0.3124
O 0.13 2.20 2.94 -0.1862
C -0.50 3.27 3.62 -0.6347
C -1.29 4.13 2.63 -0.0358
C 0.58 4.10 4.33 -0.0334
C -1.43 2.63 4.66 -0.0407
H 4.64 5.14 1.31 0.0751
H 3.30 5.39 2.45 0.0707
H 3.04 5.63 0.72 0.0784
H 4.96 2.74 2.26 0.0783
H 3.52 1.69 2.30 0.0697
H 3.62 3.08 3.38 0.0800
H 4.55 2.99 -0.26 0.0811
H 3.00 3.66 -0.83 0.0869
H 3.06 2.02 -0.16 0.0655
H -0.61 4.57 1.91 0.0748
H -1.84 4.91 3.16 0.0797
H -1.99 3.49 2.09 0.0651
H 1.22 4.58 3.60 0.0581
H 1.18 3.43 4.94 0.0849
H 0.13 4.86 4.98 0.0750
H -2.21 2.06 4.16 0.0268
H -1.87 3.38 5.30 0.0768
H -0.85 1.93 5.27 0.0896

***

Per-record energy, Eh: -3007.3113 -5190.5923